{"formula": "C26H25F2FeO2", "method": "the ωB97M-V functional and the def2-TZVPD basis", "symbols": ["C", "C", "C", "C", "Fe", "C", "O", "C", "O", "C", "C", "C", "C", "C", "H", "H", "H", "H", "H", "H", "H", "H", "H", "H", "H", "H", "C", "C", "C", "F", "C", "C", "C", "C", "C", "C", "F", "C", "C", "C", "C", "C", "C", "H", "H", "H", "H", "H", "H", "H", "H", "H", "H", "H", "H", "H"], "coordinates": [[-2.927, 0.300, 2.439], [-2.067, -0.138, 1.277], [-2.514, -0.979, 0.291], [-0.654, 0.325, 1.286], [0.461, -0.361, 2.733], [-0.009, 1.045, 3.862], [-0.248, 2.029, 4.444], [1.819, 0.610, 1.858], [2.438, 1.204, 1.077], [-0.009, -2.335, 2.351], [-0.452, -1.971, 3.666], [0.678, -1.484, 4.403], [1.826, -1.535, 3.539], [1.400, -2.073, 2.261], [-2.717, 1.341, 2.725], [-3.996, 0.195, 2.213], [-2.721, -0.324, 3.325], [-1.860, -1.427, -0.462], [-3.536, -1.362, 0.317], [-0.154, 0.038, 0.346], [-0.564, 1.414, 1.465], [-0.624, -2.821, 1.601], [-1.444, -2.161, 4.075], [0.680, -1.207, 5.456], [2.849, -1.293, 3.833], [2.034, -2.307, 1.409], [-6.956, 3.872, -0.390], [-5.652, 3.317, -0.823], [-4.804, 3.955, -1.731], [-5.273, 5.117, -2.298], [-3.576, 3.449, -2.124], [-3.234, 2.100, -1.752], [-2.069, 1.391, -2.140], [-1.260, 1.690, -3.253], [-1.690, 2.510, -4.340], [-0.777, 2.881, -5.303], [-1.119, 3.855, -6.213], [0.514, 2.364, -5.381], [1.419, 2.785, -6.482], [0.913, 1.468, -4.373], [0.058, 1.137, -3.341], [-4.170, 1.422, -0.924], [-5.260, 2.051, -0.368], [-7.284, 3.290, 0.482], [-6.903, 4.930, -0.109], [-7.728, 3.754, -1.165], [-2.913, 4.074, -2.719], [-1.781, 0.522, -1.548], [-2.710, 2.864, -4.400], [2.319, 2.165, -6.435], [0.939, 2.648, -7.460], [1.714, 3.839, -6.384], [1.924, 1.056, -4.447], [0.398, 0.455, -2.561], [-3.990, 0.367, -0.712], [-5.862, 1.553, 0.393]], "forces_ev_per_angstrom": [[-0.26, -0.02, -0.14], [1.06, -0.30, -1.09], [-0.15, -0.13, 1.29], [-2.29, 1.16, -1.88], [-0.63, 4.45, -1.76], [-0.39, 3.16, 2.11], [0.31, -1.56, -1.17], [1.68, 1.79, -0.55], [-0.76, -0.64, 0.32], [0.22, -1.36, 0.80], [0.48, -1.82, 0.62], [0.65, -2.61, 0.57], [0.50, -2.41, 1.31], [0.35, -1.59, 0.85], [-0.07, -0.25, -0.14], [0.15, 0.07, 0.02], [0.06, 0.18, -0.30], [-0.07, 0.37, 0.20], [0.15, -0.10, 0.07], [-0.14, 0.23, 0.11], [-0.40, -0.29, -0.57], [0.10, 0.40, 0.05], [0.27, 0.31, -0.21], [-0.02, 0.16, -0.40], [-0.41, 0.07, -0.18], [-0.15, 0.24, 0.24], [-0.61, 0.21, 0.38], [0.60, -0.28, -0.12], [-0.24, -0.27, -0.06], [0.50, -0.27, 0.40], [-0.04, -0.60, 0.12], [-1.37, 0.76, 0.26], [0.09, -0.27, -0.04], [0.86, 0.06, -1.19], [0.44, 0.04, 0.36], [0.10, 0.09, 0.15], [-0.05, -0.70, 0.24], [-0.34, 0.06, 0.44], [0.42, -0.01, -0.26], [-0.29, 0.22, -0.45], [-0.30, 0.06, 0.16], [0.51, -0.28, 0.10], [-0.08, 0.33, -0.49], [-0.07, 0.29, -0.16], [-0.03, -0.19, -0.12], [0.20, 0.14, 0.12], [-0.21, -0.19, 0.14], [-0.19, 0.32, 0.05], [0.13, 0.06, 0.00], [-0.04, 0.19, -0.19], [0.18, 0.10, 0.18], [-0.09, -0.24, -0.10], [-0.35, 0.04, 0.20], [-0.13, 0.22, -0.08], [0.11, 0.59, 0.11], [0.03, 0.00, -0.35]], "energy_ev": -71280.357, "total_charge": -1, "homo_energy_ev": [-1.208, -3.839], "de_lowest_kj_mol": 0.0, "multiplicity": 5}

---

{"formula": "C26H25F3N2O", "method": "the ωB97M-V functional and the def2-TZVPD basis", "symbols": ["C", "N", "C", "C", "C", "C", "C", "C", "O", "C", "C", "C", "C", "C", "C", "C", "F", "F", "F", "C", "C", "C", "C", "C", "C", "C", "C", "N", "C", "C", "C", "C", "H", "H", "H", "H", "H", "H", "H", "H", "H", "H", "H", "H", "H", "H", "H", "H", "H", "H", "H", "H", "H", "H", "H", "H", "H"], "coordinates": [[-3.483, 4.746, -3.651], [-3.002, 3.710, -2.766], [-3.108, 2.314, -3.159], [-2.450, 1.563, -1.952], [-1.992, 2.645, -1.030], [-1.240, 2.624, 0.143], [-1.100, 3.795, 0.905], [-0.486, 3.820, 2.324], [0.198, 2.567, 2.507], [-0.522, 1.458, 2.951], [-1.906, 1.390, 3.001], [-2.509, 0.144, 3.100], [-1.732, -1.012, 3.279], [-0.304, -0.930, 3.336], [0.261, 0.333, 3.185], [1.712, 0.612, 3.010], [2.521, -0.441, 3.286], [2.151, 1.645, 3.797], [1.964, 0.985, 1.725], [0.466, 5.019, 2.573], [0.809, 6.075, 1.655], [1.226, 7.317, 2.178], [1.544, 7.431, 3.555], [1.481, 6.296, 4.393], [0.974, 5.105, 3.883], [1.935, 6.710, 5.752], [2.265, 8.199, 5.640], [1.963, 8.523, 4.254], [2.136, 9.864, 3.747], [-1.599, 5.012, 0.410], [-2.180, 5.082, -0.847], [-2.399, 3.894, -1.548], [-3.114, 5.737, -3.325], [-3.143, 4.568, -4.696], [-4.595, 4.791, -3.682], [-4.169, 2.020, -3.296], [-2.581, 2.116, -4.117], [-3.215, 0.909, -1.490], [-1.639, 0.913, -2.318], [-0.806, 1.666, 0.428], [-1.205, 3.741, 3.173], [-2.486, 2.312, 2.872], [-3.593, 0.105, 3.017], [-2.248, -1.949, 3.364], [0.293, -1.824, 3.484], [0.700, 6.014, 0.567], [1.307, 8.220, 1.551], [0.892, 4.233, 4.530], [1.172, 6.560, 6.513], [2.837, 6.161, 6.037], [3.325, 8.418, 5.854], [1.679, 8.834, 6.327], [1.651, 9.974, 2.773], [1.711, 10.603, 4.445], [3.203, 10.125, 3.640], [-1.553, 5.904, 1.021], [-2.501, 6.026, -1.260]], "forces_ev_per_angstrom": [[-0.17, 0.18, -0.06], [-0.40, 0.64, -0.91], [0.17, -0.11, 0.38], [-0.34, -0.97, -0.75], [0.59, 1.29, 0.59], [-0.55, -0.29, -0.51], [-0.22, 0.97, 0.87], [0.35, -0.67, -0.74], [-0.35, -0.88, 0.79], [0.36, 1.45, -0.77], [-0.17, 0.50, -0.23], [0.52, -0.26, 0.37], [0.86, 0.76, -0.10], [-1.75, 0.49, 0.06], [0.12, -0.32, -0.23], [1.30, 0.46, -0.05], [-0.52, 0.29, -0.12], [-0.12, -0.98, -0.29], [0.29, -0.57, 0.52], [0.69, 0.01, -0.57], [-0.67, -0.05, 1.36], [0.51, 0.08, 0.45], [-0.43, -0.93, -0.89], [-0.31, 0.08, -1.44], [-0.38, 0.79, 0.41], [0.48, -0.44, 0.81], [0.20, 0.60, -0.21], [-0.08, 0.90, -0.04], [0.22, -0.12, 0.19], [-0.16, -0.90, -0.07], [-0.29, -0.32, -0.28], [0.08, -0.51, 0.15], [-0.16, -0.57, -0.22], [-0.06, 0.08, 0.60], [0.51, -0.02, 0.07], [0.45, 0.13, 0.05], [-0.20, 0.18, 0.42], [0.51, 0.28, -0.03], [-0.22, 0.19, 0.30], [-0.10, 0.31, 0.29], [-0.10, 1.08, -0.81], [0.11, -0.66, -0.11], [0.22, -0.23, 0.17], [0.10, -0.38, 0.02], [0.01, 0.24, -0.05], [-0.33, -0.19, 0.60], [0.13, -0.80, 0.10], [-0.16, 0.13, -0.03], [0.00, -0.24, 0.05], [-0.19, -0.09, 0.18], [-0.17, -0.12, -0.02], [0.03, -0.21, -0.19], [0.06, 0.00, 0.22], [-0.07, -0.24, -0.19], [-0.18, -0.10, -0.09], [0.05, -0.07, -0.08], [-0.09, 0.13, 0.05]], "energy_ev": -40547.051, "total_charge": 0, "homo_energy_ev": -7.019, "de_lowest_kj_mol": 0.0, "smiles": "CN1CCc2cc(C(Oc3ccccc3C(F)(F)F)c3ccc4c(c3)CCN4C)ccc21", "multiplicity": 1}

---

{"formula": "C26H25F3N2O3", "method": "the ωB97M-V functional and the def2-TZVPD basis", "symbols": ["C", "C", "N", "C", "C", "C", "C", "C", "N", "C", "C", "C", "C", "O", "C", "F", "F", "F", "C", "C", "C", "C", "O", "C", "C", "C", "C", "C", "C", "C", "C", "C", "C", "O", "H", "H", "H", "H", "H", "H", "H", "H", "H", "H", "H", "H", "H", "H", "H", "H", "H", "H", "H", "H", "H", "H", "H", "H", "H"], "coordinates": [[2.978, 2.939, -0.690], [1.843, 2.089, -0.218], [0.656, 2.345, -0.743], [0.327, 3.384, -1.681], [-1.028, 3.081, -2.335], [-2.097, 2.855, -1.314], [-2.726, 3.796, -0.541], [-2.580, 5.275, -0.522], [-3.601, 3.171, 0.312], [-3.549, 1.823, 0.117], [-4.229, 0.789, 0.745], [-3.958, -0.497, 0.336], [-3.036, -0.733, -0.687], [-2.862, -2.090, -1.086], [-1.689, -2.629, -0.859], [-1.279, -2.549, 0.419], [-0.680, -2.109, -1.587], [-1.730, -3.926, -1.164], [-2.355, 0.275, -1.327], [-2.608, 1.582, -0.913], [1.982, 1.088, 0.765], [0.804, 0.413, 1.266], [-0.344, 0.667, 0.878], [0.938, -0.639, 2.347], [2.323, -1.248, 2.497], [2.705, -2.215, 1.400], [2.143, -2.175, 0.133], [2.546, -3.066, -0.847], [3.522, -4.008, -0.575], [4.092, -4.055, 0.685], [3.684, -3.167, 1.662], [3.326, -0.095, 2.552], [3.299, 0.715, 1.270], [4.355, 1.020, 0.741], [3.247, 2.653, -1.706], [2.681, 3.987, -0.693], [3.857, 2.804, -0.071], [-0.120, 1.797, -0.338], [1.097, 3.454, -2.456], [0.272, 4.352, -1.163], [-0.933, 2.186, -2.950], [-1.291, 3.916, -2.988], [-2.123, 5.623, -1.444], [-3.552, 5.754, -0.412], [-1.953, 5.591, 0.314], [-4.174, 3.642, 0.992], [-4.939, 0.982, 1.534], [-4.449, -1.341, 0.792], [-1.646, 0.061, -2.110], [0.662, -0.144, 3.285], [0.182, -1.403, 2.156], [2.365, -1.792, 3.449], [1.380, -1.450, -0.104], [2.090, -3.021, -1.825], [3.836, -4.702, -1.341], [4.855, -4.787, 0.908], [4.131, -3.212, 2.646], [3.074, 0.571, 3.383], [4.345, -0.459, 2.697]], "forces_ev_per_angstrom": [[0.15, 0.11, 0.13], [-0.06, 0.02, -0.02], [-0.21, -0.31, 0.17], [0.03, 0.30, -0.43], [0.12, 0.17, 0.29], [-0.11, 0.29, -0.02], [0.17, -0.03, -0.27], [0.03, -0.11, 0.09], [-0.13, 0.33, 0.23], [0.26, -0.56, -0.32], [0.02, 0.00, 0.01], [0.08, -0.15, -0.12], [0.07, -0.04, -0.07], [-0.93, 0.88, -0.08], [1.52, -1.00, 0.40], [-0.24, 0.22, 0.21], [-0.02, 0.35, -0.27], [-0.34, -0.12, -0.14], [-0.19, -0.14, 0.00], [-0.47, -0.03, 0.37], [-0.17, 0.11, -0.14], [-0.04, 0.13, 0.19], [0.02, -0.15, 0.10], [-0.07, -0.24, 0.05], [-0.03, 0.16, 0.13], [-0.01, -0.10, 0.12], [-0.05, 0.01, 0.04], [0.01, -0.03, -0.11], [0.01, -0.03, -0.11], [0.09, -0.06, 0.05], [0.00, 0.01, -0.02], [0.21, -0.12, 0.04], [0.14, -0.07, 0.24], [0.12, -0.09, 0.01], [0.05, 0.01, -0.10], [-0.09, 0.05, -0.09], [-0.10, 0.03, -0.10], [0.24, 0.04, 0.07], [-0.05, 0.07, 0.11], [0.03, -0.04, -0.10], [0.01, 0.02, -0.12], [0.06, -0.05, -0.07], [0.02, 0.07, -0.05], [-0.04, 0.10, -0.04], [0.04, 0.09, 0.02], [0.05, -0.05, -0.07], [-0.09, -0.01, 0.09], [-0.06, -0.10, 0.05], [0.05, -0.07, -0.07], [0.00, 0.00, -0.03], [-0.02, 0.11, -0.02], [-0.01, 0.07, -0.12], [-0.10, -0.02, -0.06], [-0.04, -0.01, -0.08], [0.02, -0.05, -0.06], [0.05, -0.06, 0.02], [0.03, 0.00, 0.11], [-0.01, 0.03, 0.04], [-0.05, 0.08, -0.05]], "energy_ev": -44644.897, "total_charge": 0, "homo_energy_ev": -8.051, "de_lowest_kj_mol": 16.3, "smiles": "CC(NCCc1c(C)[nH]c2ccc(OC(F)(F)F)cc12)=C1C(=O)CC(c2ccccc2)CC1=O", "multiplicity": 1}